Record 1
{
  "formula": "C4H7O4S2",
  "method": "the ωB97M-V functional and the def2-TZVPD basis",
  "e_homo_ev": -4.579,
  "multiplicity": 1,
  "max_force_ev_per_a": 2.78,
  "homo_lumo_gap_ha": 0.3017,
  "total_charge": -1,
  "symbols": ["C", "C", "C", "C", "O", "O", "O", "O", "S", "S", "H", "H", "H", "H", "H", "H", "H"],
  "positions_angstrom": [[-0.85629, 0.49351, 0.70267], [-1.37635, -0.80935, 0.10396], [-0.04946, 1.44177, -0.16273], [-0.23331, -1.52308, -0.70747], [1.49621, -1.49702, 1.35650], [0.10338, -2.86881, -0.47782], [2.20167, 2.69899, -0.54233], [2.12692, 0.20268, -0.47810], [1.39995, -1.55753, -0.09876], [1.81805, 1.53399, 0.27907], [-1.60480, 1.10861, 1.13787], [-0.26365, 0.33468, 1.64474], [-1.70912, -1.36260, 1.02803], [-2.14471, -0.55062, -0.63196], [-0.12645, 1.14515, -1.24783], [-0.39438, 2.47704, -0.06560], [-0.38764, -1.26740, -1.84023]],
  "forces_ev_per_a": [[1.4, 0.6, 1.5], [1.2, 0.0, 0.7], [0.6, 0.2, -0.7], [-1.6, 0.2, -1.0], [-0.6, 0.0, 0.5], [-0.3, 0.6, 0.3], [0.6, 0.2, 0.0], [1.1, 0.9, -0.1], [1.0, -1.4, -0.8], [-2.4, -0.5, -1.3], [-1.6, 0.2, 0.1], [-0.1, -0.6, -0.9], [0.0, -0.1, -1.5], [-0.4, -0.4, 0.4], [0.6, 0.5, 1.0], [0.0, -0.1, 0.0], [0.6, -0.3, 1.8]],
  "lowdin_charge": [-0.31, -0.17, -0.31, -0.57, -0.48, -0.33, -0.55, -0.70, 0.94, 0.78, 0.08, 0.10, 0.13, 0.10, 0.10, 0.07, 0.14]
}

Record 2
{
  "formula": "C4H7O7S2",
  "method": "the ωB97M-V functional and the def2-TZVPD basis",
  "e_homo_ev": -5.143,
  "multiplicity": 1,
  "max_force_ev_per_a": 3.95,
  "homo_lumo_gap_ha": 0.3136,
  "total_charge": -1,
  "symbols": ["C", "C", "C", "C", "O", "O", "O", "O", "O", "O", "O", "S", "S", "H", "H", "H", "H", "H", "H", "H"],
  "positions_angstrom": [[1.65801, -0.92574, -0.64543], [2.99120, -0.38161, -1.16720], [-1.18323, 1.51508, 1.81092], [0.42958, -0.47381, -0.85587], [-0.33960, -1.56597, 1.61993], [1.58924, -1.98032, 0.12938], [-0.83423, -2.92465, -0.32466], [-1.85903, -0.67858, -0.10424], [-3.44837, 1.25111, -0.07488], [-1.80919, 0.97044, -1.79564], [-1.06031, 1.68016, 0.38196], [-0.32322, -1.66265, 0.19328], [-2.16456, 0.72458, -0.43719], [3.39978, -0.99284, -1.93050], [2.90502, 0.71745, -1.54049], [3.86055, -0.35980, -0.39237], [-2.30273, 1.71741, 2.23224], [-0.75507, 2.48993, 2.30336], [-0.61767, 0.62682, 2.09076], [-0.13617, 0.25301, -1.49335]],
  "forces_ev_per_a": [[2.0, 0.0, -0.1], [0.7, 2.2, 1.6], [-1.2, 3.5, 1.5], [-1.2, 0.9, -0.9], [-0.2, 0.9, 0.5], [0.9, -0.4, 0.0], [0.4, 1.6, -0.2], [-2.6, -0.1, 1.1], [-0.1, -1.1, 0.8], [0.0, 0.4, -1.1], [-1.5, -1.2, 0.3], [1.2, -2.6, -0.5], [0.4, 3.1, -0.5], [0.1, -0.6, -1.0], [-0.1, -2.0, 0.5], [-1.9, -0.1, -0.8], [2.3, -1.5, -1.4], [0.0, -1.8, -1.1], [-0.6, 0.0, 0.5], [1.3, -1.0, 0.8]],
  "lowdin_charge": [-0.51, -0.02, -0.14, -0.13, -0.30, -0.13, -0.29, -0.38, -0.27, -0.30, -0.30, 0.70, 0.47, 0.04, 0.10, 0.10, 0.13, 0.10, 0.06, 0.08]
}

Record 3
{
  "formula": "C4H7OP",
  "method": "the ωB97M-V functional and the def2-TZVPD basis",
  "e_homo_ev": -9.697,
  "smiles": "C#CP(C)(C)=O",
  "multiplicity": 1,
  "max_force_ev_per_a": 4.87,
  "homo_lumo_gap_ha": 0.3829,
  "symbols": ["C", "C", "P", "C", "C", "O", "H", "H", "H", "H", "H", "H", "H"],
  "positions_angstrom": [[1.76495, -0.30147, -2.16986], [1.05654, 0.34735, -1.42385], [-0.00063, 0.96922, -0.19977], [0.72127, 0.31359, 1.38966], [-1.61608, 0.22003, -0.55879], [-0.01590, 2.51425, -0.35886], [2.64393, -0.57591, -2.65303], [0.94413, -0.77610, 1.23998], [1.42779, 1.06763, 1.65668], [-0.18203, 0.45049, 2.00892], [-2.53901, 0.66982, -0.00247], [-1.72011, 0.07823, -1.63850], [-1.36385, -0.85024, -0.10053]],
  "forces_ev_per_a": [[-0.8, 1.7, 1.6], [0.8, -2.0, -1.3], [-0.4, 4.8, -0.3], [-2.7, -0.4, -1.7], [0.1, -2.2, 2.3], [0.0, -3.3, 1.0], [0.7, -0.7, -0.9], [0.3, 1.3, 0.5], [1.0, -0.1, 0.3], [0.5, -0.3, 0.4], [1.9, -0.7, -1.2], [-0.2, 0.3, 0.3], [-1.2, 1.7, -1.0]],
  "lowdin_charge": [0.10, -0.21, 0.52, -0.16, -0.20, -0.42, 0.01, 0.07, 0.04, 0.05, 0.09, 0.04, 0.08]
}

Record 4
{
  "formula": "C4H7OP",
  "method": "the ωB97M-V functional and the def2-TZVPD basis",
  "e_homo_ev": -7.964,
  "multiplicity": 1,
  "max_force_ev_per_a": 5.79,
  "homo_lumo_gap_ha": 0.3177,
  "symbols": ["C", "C", "C", "C", "O", "P", "H", "H", "H", "H", "H", "H", "H"],
  "positions_angstrom": [[-0.68147, 1.37454, 0.24310], [0.23349, 1.45634, -0.62198], [-1.23752, 0.04490, 0.40025], [-0.21671, -1.11040, 0.52827], [2.32506, -1.22575, -0.79862], [0.70978, -0.99071, -1.10802], [-0.93137, 2.14676, 1.04432], [0.93756, 2.22027, -0.99303], [-1.89046, 0.06067, 1.35831], [-1.89260, -0.01242, -0.49478], [0.34923, -0.71361, 1.43701], [-0.59113, -2.15951, 0.61245], [2.88613, -1.09109, -1.60730]],
  "forces_ev_per_a": [[-0.6, 1.6, 3.6], [4.4, -1.5, -3.4], [-3.6, -1.8, 1.6], [1.4, 1.2, 0.2], [0.2, 0.5, -0.5], [-0.6, 2.7, 0.5], [0.0, -0.6, -1.5], [-0.7, -0.4, 0.4], [0.6, -0.4, -1.6], [-0.1, -0.8, 0.7], [-0.1, -1.3, -1.2], [-0.1, 1.1, 0.3], [-1.0, -0.3, 1.1]],
  "lowdin_charge": [-0.33, -0.06, -0.38, -0.39, -0.41, 0.94, 0.13, 0.04, 0.13, 0.11, 0.11, 0.07, 0.06]
}